[1]
Computed, not measured: a 2-piece molecular cluster, C3H8O2P overall in a non-equilibrium geometry, with the ωB97M-V functional and the def2-TZVPD basis.

For the largest force on an atom, the calculation gives 3.83 eV Å⁻¹. Its net charge is -1. The calculation puts the relative energy (zero: lowest compared OMol25 entry of this formula, charge and spin) at 3.380 eV. Its gap between HOMO and LUMO is 6.83 eV.

Bonds (Å) are listed after each position.
Geometry (Å):
1 H -1.50611 1.88453 0.46300  C11 1.143
2 H 0.99512 -2.72907 -2.63254  C14 1.156
3 O 0.95114 -1.17234 1.72872  P10 1.499
4 H -1.38483 3.44699 1.36378  C11 1.069
5 H -0.62836 -2.18831 -1.77716  C14 1.145
6 O -1.14404 1.68367 2.47855  C11 1.441, H12 1.001
7 C 1.13525 -1.45003 -0.90877  H8 1.070, P10 1.678, C14 1.526
8 H 2.16151 -1.14886 -0.91733  C7 1.070
9 H 0.15809 -1.14492 -2.89310  C14 1.033
10 P 0.17025 -1.33982 0.45985  O3 1.499, C7 1.678
11 C -0.96330 2.46780 1.28292  H1 1.143, H4 1.069, O6 1.441, H13 1.032
12 H -0.38861 1.02946 2.41873  O6 1.001
13 H 0.05294 2.51537 1.11198  C11 1.032
14 C 0.39095 -1.85445 -2.17865  H2 1.156, H5 1.145, C7 1.526, H9 1.033

---

[2]
Computed, not measured: one molecule with the formula C4H6ClNS in a non-equilibrium geometry, with the ωB97M-V functional and the def2-TZVPD basis.

Its SMILES is CS[C@](C)(Cl)C#N. For the largest force on an atom, the calculation gives 4.22 eV Å⁻¹. The calculation puts the relative energy (zero: lowest compared OMol25 entry of this formula, charge and spin) at 1.530 eV. Its gap between HOMO and LUMO is 8.58 eV.

Bonds (Å) are listed after each position.
Geometry (Å):
1 C -1.03094 -0.68900 -0.79794  C6 1.407, N10 1.137
2 Cl 1.39095 0.53922 -1.58426  C6 2.210
3 H -0.09209 2.28834 -0.29761  C5 1.163
4 H -1.12873 2.71342 1.32701  C5 1.163
5 C -0.80572 1.91707 0.54299  H3 1.163, H4 1.163, H7 1.199, S8 1.765
6 C 0.15432 -0.48576 -0.06671  C1 1.407, Cl2 2.210, S8 1.757, C9 1.504
7 H -1.71373 1.41486 -0.05816  C5 1.199
8 S 0.08677 0.60226 1.31169  C5 1.765, C6 1.757
9 C 1.06389 -1.63738 0.26208  C6 1.504, H11 1.048, H12 1.074, H13 1.209
10 N -1.93768 -0.86184 -1.46208  C1 1.137
11 H 0.73901 -2.35527 0.95317  C9 1.048
12 H 1.96784 -1.16916 0.60465  C9 1.074
13 H 1.30612 -2.27675 -0.73480  C9 1.209